70
Properties=species:S:1:pos:R:3 method="wB97M-V/def2-TZVPD" s2=0.755 lumo_energy_ev="-1.24 / -3.10" relative_energy_kcal_mol=0.00 homo_lumo_gap_ha="0.2718 / 0.2033" homo_energy_ev="-8.6 / -8.6" spin_multiplicity=2
Ir 1.343 -0.507 0.518
O 4.509 -2.335 2.152
C 3.545 -2.003 1.517
O 3.049 -0.778 1.493
C 2.814 -2.981 0.642
C 3.308 -4.241 0.394
C 2.634 -5.044 -0.513
C 1.519 -4.534 -1.154
C 1.074 -3.257 -0.850
N 1.701 -2.510 0.063
H 4.207 -4.551 0.907
H 2.984 -6.045 -0.726
H 0.987 -5.105 -1.902
H 0.245 -2.798 -1.370
F 3.235 1.990 -2.747
Te 3.297 0.131 -2.623
F 1.928 0.194 -3.873
F 3.321 -1.722 -2.791
F 4.577 0.570 -1.307
F 4.453 0.147 -4.054
O 2.085 0.021 -1.275
C -6.136 2.119 -2.332
C -4.823 1.427 -2.073
C -4.781 0.093 -1.694
C -3.576 -0.577 -1.500
C -3.561 -2.035 -1.125
C -2.398 0.149 -1.639
C -2.400 1.484 -2.048
C -1.102 2.229 -2.223
C -3.624 2.110 -2.238
C -1.074 -0.512 -1.334
O -0.684 -1.364 -2.110
O -0.493 -0.059 -0.265
H -6.952 1.403 -2.410
H -6.093 2.700 -3.254
H -6.374 2.812 -1.521
H -5.712 -0.448 -1.555
H -4.576 -2.410 -1.003
H -3.020 -2.196 -0.191
H -3.057 -2.621 -1.894
H -0.417 1.687 -2.878
H -0.593 2.345 -1.263
H -1.276 3.220 -2.641
H -3.645 3.158 -2.522
F 1.761 0.519 3.573
C 0.776 -0.380 3.492
C 0.439 -0.968 2.275
C -0.605 -1.884 2.323
F -0.993 -2.517 1.203
C -1.296 -2.192 3.481
F -2.300 -3.069 3.462
C -0.930 -1.581 4.667
F -1.582 -1.859 5.792
C 0.117 -0.676 4.672
F 0.478 -0.090 5.814
C 3.723 4.255 0.862
C 2.528 3.385 1.035
C 1.240 3.650 1.453
C 0.544 2.435 1.403
N 1.375 1.487 0.967
N 2.572 2.075 0.763
C -0.875 2.169 1.777
H 3.492 5.280 1.139
H 4.053 4.241 -0.178
H 4.549 3.897 1.477
H 0.845 4.605 1.752
H 3.340 1.547 0.373
H -1.481 3.053 1.587
H -0.946 1.929 2.840
H -1.270 1.333 1.209